Molecular formula: C2H9NS
Method: DFT, ωB97M-V with the def2-TZVPD basis set

Summary:
E_tot, Eh: -534.4587
Maximum force, eV/A: 1.7
Orbital gap, hartree: 0.2209
Energy relative to the best compared isomer or geometry (same formula, charge and spin), kcal per mole: 44.51

```
13
Properties=species:S:1:pos:R:3:nbo_charge:R:1
C 2.26 -1.52 -0.17 -0.719
S 1.86 0.15 -0.81 -0.697
H 2.52 -1.39 0.89 0.190
H 1.39 -2.18 -0.17 0.177
H 3.07 -1.94 -0.75 0.200
C -1.72 0.28 0.43 -0.428
N -1.10 1.47 -0.22 -0.727
H -2.79 0.33 0.24 0.208
H -1.36 -0.67 0.05 0.255
H -1.42 0.28 1.47 0.229
H -1.21 2.29 0.38 0.418
H -1.44 1.59 -1.17 0.433
H -0.06 1.31 -0.18 0.460
```